# C21H17N6OPRhSTe4

A molecular structure, C21H17N6OPRhSTe4 at a distorted geometry (ωB97M-V with the def2-TZVPD basis set, OMol25).

```
52
Properties=species:S:1:pos:R:3:forces:R:3
Rh 0.376156 1.788753 -1.153777 1.5 -0.3 0.8
O -1.224932 3.573664 0.460437 0.1 -1.7 -0.3
C -0.513653 2.552670 0.464070 -0.3 3.7 -2.1
C 0.010473 2.152401 1.702984 0.7 0.4 3.3
C 0.019294 3.062445 2.780098 -0.1 -1.3 0.5
C 0.691930 2.652874 3.969597 -0.3 0.7 -1.5
C 1.267345 1.402082 4.067765 -0.4 -1.9 0.2
C 0.935586 0.430001 3.054223 1.3 0.9 2.4
C 0.498756 0.866078 1.855000 -1.3 -0.7 -0.7
P 0.513821 -0.188468 0.370959 0.8 0.8 -1.3
C 1.861074 -1.315778 0.719375 1.3 -2.3 -0.2
C 1.632008 -2.721329 0.619168 0.0 0.3 -0.2
C 2.680793 -3.582661 0.328085 2.4 1.8 0.1
C 4.056831 -3.140866 0.261280 -3.1 0.8 -0.2
C 4.283401 -1.757935 0.435837 2.4 -1.8 0.9
C 3.259146 -0.936109 0.720264 -3.2 2.0 -0.4
C -0.952896 -1.262754 0.093617 -0.6 -0.6 -0.1
C -2.026145 -1.096121 0.995047 -0.3 -2.4 -0.8
C -3.082203 -2.052416 0.992359 0.6 0.8 -2.1
C -3.114496 -3.010993 -0.081421 -2.0 1.0 2.1
C -2.170326 -3.071145 -1.041098 2.2 1.0 -1.8
C -1.057078 -2.180140 -1.013352 0.5 0.2 2.0
H -0.598638 3.980483 2.691131 0.9 -0.6 0.1
H 0.726364 3.369885 4.757412 0.3 0.3 0.6
H 1.872488 1.048842 4.959137 -1.1 0.6 -1.0
H 0.997120 -0.621822 3.267387 0.7 -0.3 -0.1
H 0.638374 -3.216323 0.668500 0.6 0.9 -0.1
H 2.421283 -4.548309 0.013008 -0.1 -1.5 0.0
H 4.795607 -3.823246 -0.066651 0.8 -0.5 -0.1
H 5.330195 -1.331573 0.520860 -1.3 -0.6 -0.5
H 3.460469 0.132360 0.754767 0.0 -0.1 0.2
H -1.898338 -0.309585 1.698820 -0.4 0.4 0.8
H -3.989024 -1.908593 1.572580 0.3 -0.2 0.3
H -4.027311 -3.607351 -0.228336 0.5 0.1 0.4
H -2.330971 -3.718749 -1.913337 0.3 0.1 0.5
H -0.155652 -2.245255 -1.656721 -1.0 0.0 0.1
Te 2.848088 2.705516 -0.554435 -0.3 0.5 0.7
Te 4.731218 2.059243 -2.205765 0.8 0.7 1.0
Te 3.506236 0.403668 -4.258761 -0.6 -1.0 -1.2
Te 1.057259 1.075952 -3.594308 0.3 -0.4 -0.7
N -3.648113 -0.704865 -3.373641 -1.2 0.4 0.4
N -2.944770 0.147212 -2.515376 -1.2 0.2 0.2
N -3.652250 1.038404 -1.795060 1.0 -0.1 -0.8
C -2.685937 1.780815 -1.270142 0.5 -2.4 -0.4
N -1.455569 1.220302 -1.594892 -2.8 1.6 -0.1
N -1.659525 0.271863 -2.429440 -0.9 -1.4 -0.6
H -4.493318 -0.999605 -2.858427 0.8 0.2 -0.4
H -3.155338 -1.501725 -3.740744 0.8 0.1 0.5
H -2.861232 2.556249 -0.565091 0.2 0.5 0.1
S -0.296327 6.322441 -2.289646 -0.1 0.9 -0.1
C -0.271549 4.714313 -2.318026 0.3 -0.7 0.3
N -0.205725 3.545199 -2.275321 -0.2 0.8 -0.6
```
Forces are in eV/Å.

For the LUMO energy (spin up / spin down), the calculation gives 2.039 / 0.970 eV. The calculation puts the largest force on an atom at 4.3 eV Å⁻¹. As for the total charge: -1. For the gap between HOMO and LUMO (spin up / spin down), the calculation gives 4.588 / 5.416 eV. For the relative energy (zero: lowest compared OMol25 entry of this formula, charge and spin), the calculation gives 59.5 kJ/mol. Its multiplicity is 5. As for the HOMO energy (spin up / spin down): -2.5486 / -4.4459 eV.